ORCA calculation (ωB97M-V/def2-TZVPD) on a structure of composition B5F20Sn.

Output
maximum force = 1.53 eV Å⁻¹
total charge = -3
E_HOMO = -3.97 eV
relative energy (zero: lowest compared OMol25 entry of this formula, charge and spin) = 3.8 kJ/mol
multiplicity = 1

Cartesian coordinates (Å):
Sn: 0.034 -0.082 -0.579
B: 3.113 0.190 -1.983
F: 3.715 0.543 -0.761
F: 2.159 1.172 -2.343
F: 4.122 0.037 -2.941
F: 2.386 -1.013 -1.815
B: -3.345 0.231 -0.387
F: -2.361 0.689 0.513
F: -4.149 1.299 -0.807
F: -2.639 -0.306 -1.507
F: -4.130 -0.765 0.209
B: 0.110 3.749 0.680
F: -0.294 2.426 0.279
F: 1.333 4.023 0.027
F: -0.865 4.665 0.250
F: 0.275 3.841 2.060
B: 0.661 -0.774 2.619
F: 0.332 -2.080 2.972
F: 1.205 -0.105 3.716
F: 1.538 -0.778 1.503
F: -0.472 -0.059 2.132
B: -0.549 -3.390 -0.764
F: -1.564 -2.812 -1.548
F: -0.534 -4.798 -0.905
F: 0.694 -2.867 -1.185
F: -0.778 -3.034 0.567

ORCA calculation (ωB97M-V/def2-TZVPD) on the molecule BF2H2P.

Output
maximum force = 4.53 eV Å⁻¹
total charge = 0
E_HOMO = -6.85 eV
multiplicity = 1
SMILES string = B=[PH](F)F

Cartesian coordinates (Å):
F: -0.481 -1.693 -0.350
F: 1.289 -0.097 -1.272
B: 0.013 0.625 1.152
P: -0.041 -0.214 -0.486
H: 0.247 1.000 2.225
H: -1.026 0.377 -1.270

ORCA calculation (ωB97M-V/def2-TZVPD) on a cluster of 14 separate species, BF4H26O13 in total.

Output
maximum force = 0.91 eV Å⁻¹
total charge = -1
E_HOMO = -7.11 eV
relative energy (zero: lowest compared OMol25 entry of this formula, charge and spin) = 68.9 kJ/mol
multiplicity = 1

Cartesian coordinates (Å):
B: 0.079 0.027 -0.182
F: -0.641 1.169 0.183
F: -0.741 -0.801 -0.960
F: 1.218 0.481 -0.913
F: 0.576 -0.712 0.898
O: 1.174 -2.166 3.379
H: 0.704 -1.758 4.110
H: 0.925 -1.634 2.608
O: -3.056 1.819 -0.643
H: -2.328 1.284 -0.238
H: -3.670 1.175 -1.000
O: 0.587 2.220 2.495
H: -0.162 2.284 1.897
H: 1.371 2.293 1.910
O: 2.277 -2.343 -0.659
H: 1.762 -1.568 -0.375
H: 1.923 -2.567 -1.524
O: 2.917 2.018 1.093
H: 2.612 1.468 0.356
H: 3.293 2.800 0.675
O: -3.007 -0.957 1.012
H: -3.545 -0.327 1.506
H: -3.590 -1.282 0.295
O: 4.568 -0.077 -0.717
H: 3.710 -0.155 -1.152
H: 4.692 -0.929 -0.285
O: -0.164 1.077 -3.282
H: 0.678 1.538 -3.333
H: -0.208 0.771 -2.362
O: 2.917 0.043 3.493
H: 3.766 0.474 3.629
H: 2.914 -0.197 2.562
O: -1.357 -3.090 1.560
H: -2.005 -2.371 1.675
H: -0.933 -2.892 0.720
O: -1.288 4.143 -0.386
H: -2.079 3.583 -0.332
H: -0.569 3.519 -0.510
O: -3.780 -1.765 -1.573
H: -4.242 -0.986 -1.897
H: -2.994 -1.830 -2.141
O: -1.829 -1.251 -3.898
H: -1.229 -1.914 -4.253
H: -1.247 -0.617 -3.441